[1]
This record from OMol25 describes 2 unconnected molecules or ions with the total composition C5H8FIO. The level of theory is the ωB97M-V functional and the def2-TZVPD basis.

Calculated values
* E_LUMO (alpha / beta): 0.5 / -2.0 eV
* E_HOMO (alpha / beta): -0.2468 / -0.3553 Eh
* multiplicity: 3
* charge: 0

Last column: Löwdin charge in e.
CARTESIAN COORDINATES (ANGSTROEM)
C: -0.94685 0.38072 0.59742  -0.14
C: -0.08614 0.60261 -0.44666  -0.47
C: -1.90356 -0.69334 0.76449  -0.11
C: 0.63301 1.96338 -0.42123  0.00
C: 1.81043 -1.60042 -0.67190  -0.72
O: 0.21853 -0.31596 -1.33394  -0.08
F: 1.40438 -2.70513 -1.33382  -0.07
I: 1.60247 -1.49528 1.33884  0.98
H: -1.15890 1.14060 1.39484  0.14
H: -2.08172 -0.72413 1.82615  0.08
H: -2.81838 -0.47493 0.37594  0.06
H: -1.77397 -1.69477 0.31699  0.10
H: 1.76778 1.79604 -0.41942  0.12
H: 0.31330 2.53856 0.35972  0.03
H: 0.33729 2.44847 -1.28577  0.06
H: 2.68233 -1.16642 -1.06165  0.02

[2]
This record from OMol25 describes a molecular structure, C5H8FLaO4. The level of theory is the ωB97M-V functional and the def2-TZVPD basis.

Calculated values
* E_LUMO (alpha / beta): -5.1 / -5.1 eV
* E_HOMO (alpha / beta): -0.3957 / -0.4918 Eh
* multiplicity: 2
* charge: +1
* ΔE to the lowest compared entry with this formula, charge and spin: 32.48 kcal per mole

Last column: Löwdin charge in e.
CARTESIAN COORDINATES (ANGSTROEM)
C: 1.11758 -0.82736 -0.73632  -0.31
O: 0.53601 0.40303 -1.11345  -0.33
La: 0.66340 2.45666 -2.82462  1.78
C: 1.43826 -1.76512 -1.88422  -0.07
H: 2.03035 -0.59462 -0.16551  0.13
H: 0.42633 -1.32003 -0.03163  0.12
H: 1.73335 -2.74605 -1.48435  0.09
H: 0.56809 -1.90845 -2.53855  0.08
H: 2.29165 -1.39155 -2.46810  0.07
C: -0.56443 1.27735 -0.06647  -0.64
O: 0.03885 1.46060 1.18956  0.09
C: -0.73654 0.91664 2.19294  -0.30
C: -1.64991 -0.05173 1.45755  -0.06
O: -1.65559 0.46439 0.13727  0.04
O: -0.77571 2.34042 -0.73993  -0.20
F: -1.47518 1.92585 2.79303  0.05
H: -0.09474 0.47815 2.96444  0.17
H: -1.22415 -1.06531 1.45829  0.13
H: -2.66761 -0.05287 1.86005  0.15

[3]
This record from OMol25 describes a molecular structure, C5H8FMgO4. The level of theory is the ωB97M-V functional and the def2-TZVPD basis.

Calculated values
* E_LUMO (alpha / beta): -5.7 / -5.7 eV
* E_HOMO (alpha / beta): -0.5364 / -0.5364 Eh
* multiplicity: 1
* charge: +1
* ΔE to the lowest compared entry with this formula, charge and spin: 118.92 kcal per mole

Last column: Löwdin charge in e.
CARTESIAN COORDINATES (ANGSTROEM)
C: 1.44465 -0.28138 -0.96747  -0.25
O: 0.36493 0.54521 -0.52480  -0.12
C: 1.10801 -0.97770 -2.26488  -0.06
H: 2.29028 0.40647 -1.08612  0.14
H: 1.71710 -0.99279 -0.17599  0.11
H: 1.95678 -1.61187 -2.55246  0.09
H: 0.22062 -1.61790 -2.16981  0.08
H: 0.92873 -0.24577 -3.06249  0.09
C: -1.25669 0.83905 -0.35704  -0.35
O: -0.67160 0.85084 1.62493  -0.15
C: -0.06134 -0.29808 1.44020  -0.02
C: -1.06193 -1.20607 0.75129  -0.06
O: -1.81560 -0.35782 -0.12015  0.06
O: -1.86534 1.89018 -0.36910  0.17
F: -0.46252 4.36660 3.38778  -0.52
H: 0.53407 -0.63682 2.29899  0.17
H: -0.51478 -1.98230 0.19851  0.14
H: -1.74105 -1.66379 1.48197  0.17
Mg: -1.11433 2.97392 2.46664  1.31

[4]
This record from OMol25 describes C5H8FN in the gas phase. The level of theory is the ωB97M-V functional and the def2-TZVPD basis.

Calculated values
* E_LUMO: 1.1 eV
* E_HOMO: -0.3467 Eh
* SMILES: F[C@]12CCC[C@H]1N2
* multiplicity: 1
* charge: 0
* ΔE to the lowest compared entry with this formula, charge and spin: 32.89 kcal per mole

Last column: Löwdin charge in e.
CARTESIAN COORDINATES (ANGSTROEM)
C: 0.52986 -0.94443 0.80116  -0.17
C: -0.33942 -1.18755 -0.53488  -0.13
C: 1.13330 0.41306 0.54452  -0.11
C: -0.88929 0.19613 -0.84498  -0.24
C: 0.10949 1.11952 -0.31181  -0.46
N: -1.17181 0.92128 0.43596  0.11
F: 0.46940 2.32367 -0.83967  0.06
H: -0.11265 -1.04284 1.62489  0.08
H: 1.24594 -1.73608 0.82363  0.09
H: 0.38963 -1.60943 -1.34076  0.14
H: -1.29551 -1.68654 -0.24874  0.11
H: 1.30777 1.06770 1.34546  0.10
H: 2.12857 0.22530 0.14061  0.12
H: -1.67586 0.33091 -1.71425  0.18
H: -1.82943 1.60930 0.11887  0.09

[5]
This record from OMol25 describes C5H8FNO in the gas phase. The level of theory is the ωB97M-V functional and the def2-TZVPD basis.

Calculated values
* E_LUMO: 0.7 eV
* E_HOMO: -0.3509 Eh
* SMILES: N[C@@H]1C[C@H](O)C=C1F
* multiplicity: 1
* charge: 0
* ΔE to the lowest compared entry with this formula, charge and spin: 80.37 kcal per mole

Last column: Löwdin charge in e.
CARTESIAN COORDINATES (ANGSTROEM)
C: -0.64573 0.45210 0.40628  -0.33
C: 0.79707 0.17232 0.94673  -0.13
C: 1.28190 -0.64044 -0.06289  -0.38
C: 0.14085 -1.65151 -0.19923  0.07
C: -0.84753 -0.87949 -0.02917  -0.31
H: -1.63580 1.36504 -0.96751  0.11
H: -0.88049 2.49916 -0.18268  0.12
H: -1.43049 0.56013 1.22743  0.17
H: 1.24783 1.21055 1.26642  0.17
H: 0.70313 -0.45912 1.88705  0.15
H: 2.22917 -1.16642 0.03984  0.15
H: 0.53946 0.56631 -1.35146  0.01
H: 0.06308 -2.66537 -0.61171  0.14
N: -0.67694 1.54461 -0.58557  0.05
O: 1.30683 0.00728 -1.35994  -0.03
F: -2.19233 -0.91517 -0.42360  0.02

[6]
This record from OMol25 describes C5H8FNS in the gas phase. The level of theory is the ωB97M-V functional and the def2-TZVPD basis.

Calculated values
* E_LUMO: 0.8 eV
* E_HOMO: -0.3316 Eh
* SMILES: NC/C(F)=C/[C@@H]1CS1
* multiplicity: 1
* charge: 0
* ΔE to the lowest compared entry with this formula, charge and spin: 75.41 kcal per mole

Last column: Löwdin charge in e.
CARTESIAN COORDINATES (ANGSTROEM)
C: 1.94911 -0.71924 -0.13421  -0.25
C: 0.62301 0.00018 -0.45331  -0.35
C: -0.49051 -0.62116 -0.64010  -0.07
C: -1.92777 -0.06197 -0.63510  -0.61
C: -2.15567 1.08429 0.25413  -0.38
H: 1.48643 -0.01769 1.82970  0.17
H: 3.05244 0.86462 0.96672  0.15
H: 2.73779 -0.57119 -1.01771  0.14
H: 1.58130 -1.77957 0.01844  0.11
H: -0.49500 -1.72968 -0.95053  0.15
H: -2.37928 -0.22616 -1.62590  0.11
H: -2.78392 1.79051 -0.27489  0.07
H: -1.34531 1.38745 0.86743  0.06
N: 2.57760 -0.24978 1.21713  -0.09
F: 0.69135 1.31410 -0.12691  0.02
S: -3.12157 -0.46470 0.70511  0.78

[7]
This record from OMol25 describes C5H8FNS in the gas phase. The level of theory is the ωB97M-V functional and the def2-TZVPD basis.

Calculated values
* E_LUMO: 0.8 eV
* E_HOMO: -0.3198 Eh
* SMILES: C[C@]1(CF)C=NSC1
* multiplicity: 1
* charge: 0
* ΔE to the lowest compared entry with this formula, charge and spin: 5.53 kcal per mole

Last column: Löwdin charge in e.
CARTESIAN COORDINATES (ANGSTROEM)
C: 0.09127 -1.44457 0.54369  -0.05
C: 0.02069 -0.00572 0.01929  -0.54
C: 1.24162 0.34239 -0.80025  -0.20
C: -1.24953 0.23163 -0.78337  -0.44
C: -0.05953 1.02090 1.22851  -0.20
H: 0.04512 -2.20756 -0.24298  0.09
H: 1.00266 -1.59567 1.15443  0.09
H: -0.76749 -1.68955 1.18476  0.09
H: 1.35179 -0.39744 -1.64040  0.14
H: 1.15765 1.32035 -1.32350  0.14
H: -1.00987 0.15634 -1.85053  0.09
H: -1.97822 -0.56842 -0.47937  0.09
H: 0.65012 0.88084 2.08181  0.14
N: -0.99637 1.86735 1.21061  -0.27
F: 2.38050 0.25773 -0.03262  -0.03
S: -1.88040 1.83141 -0.27007  0.86

[8]
This record from OMol25 describes C5H8FP in the gas phase. The level of theory is the ωB97M-V functional and the def2-TZVPD basis.

Calculated values
* E_LUMO: -0.5 eV
* E_HOMO: -0.3223 Eh
* SMILES: [H]/P=C(\CC)C(=C)F
* multiplicity: 1
* charge: 0
* ΔE to the lowest compared entry with this formula, charge and spin: 0.00 kcal per mole

Last column: Löwdin charge in e.
CARTESIAN COORDINATES (ANGSTROEM)
C: -1.31962 2.09660 -0.04717  0.10
C: -1.84789 0.85057 0.06298  -0.44
C: -1.33063 -0.49664 0.27993  -0.58
C: 0.99718 -0.22410 -0.68759  -0.08
C: 0.16884 -0.63058 0.56846  -0.27
F: -3.18342 0.89372 -0.12672  -0.03
P: -2.45503 -1.76794 0.09262  0.91
H: -2.03750 2.85277 -0.22438  0.06
H: -0.26046 2.38185 -0.01194  0.07
H: 0.44094 0.72856 -1.15999  0.09
H: 1.11431 -1.00823 -1.35988  0.04
H: 1.98906 0.18779 -0.30443  0.09
H: 0.42520 -1.61397 0.85223  0.07
H: 0.35298 -0.14023 1.46030  0.08
H: -1.56599 -2.94847 0.48888  -0.10

[9]
This record from OMol25 describes C5H8IN in the gas phase. The level of theory is the ωB97M-V functional and the def2-TZVPD basis.

Calculated values
* E_LUMO: 0.2 eV
* E_HOMO: -0.3323 Eh
* SMILES: C=C(C)C/C=N\I
* multiplicity: 1
* charge: 0
* ΔE to the lowest compared entry with this formula, charge and spin: 30.88 kcal per mole

Last column: Löwdin charge in e.
CARTESIAN COORDINATES (ANGSTROEM)
C: 1.55380 0.02841 -0.78879  0.03
C: 0.48646 0.01944 -0.02321  -0.35
C: -0.44810 -1.24159 0.19729  -0.19
C: 0.43248 -2.44228 0.23071  -0.36
C: 0.13189 1.16325 0.95447  -0.08
N: 1.12604 -2.90062 1.19764  -0.43
I: 1.13066 -1.98377 3.03228  0.76
H: 2.15892 0.99634 -0.65887  0.10
H: -0.76835 -1.20108 1.17118  -0.01
H: -1.33320 -1.29991 -0.49671  0.14
H: 0.65744 -2.89348 -0.74743  0.12
H: 1.77406 -0.63347 -1.58088  0.05
H: -0.30502 1.94810 0.39138  0.05
H: 0.91720 1.61396 1.55588  0.07
H: -0.77901 0.72179 1.53823  0.10

[10]
This record from OMol25 describes a molecular structure, C5H8IN5O. The level of theory is the ωB97M-V functional and the def2-TZVPD basis.

Calculated values
* E_LUMO: -8.7 eV
* E_HOMO: -0.6114 Eh
* multiplicity: 1
* charge: +2
* ΔE to the lowest compared entry with this formula, charge and spin: 124.34 kcal per mole

Last column: Löwdin charge in e.
CARTESIAN COORDINATES (ANGSTROEM)
C: 0.93632 1.00985 0.97501  0.00
C: 0.07792 -0.33722 -0.92800  -0.31
C: -1.93773 0.83046 -0.12844  -0.05
C: -1.49421 1.05291 1.15339  -0.08
C: -1.03017 0.69436 -1.38393  -0.63
N: 0.27623 2.26229 3.78721  0.29
N: -0.21063 1.33405 1.54942  0.05
N: 1.05499 0.04999 -0.04039  0.13
N: 0.36584 2.23718 4.89382  -0.17
N: 0.06272 -1.56682 -1.26193  0.26
O: 0.45343 2.14896 6.00860  0.31
I: -2.09548 0.26920 -3.23357  1.00
H: 1.90054 1.28508 1.46396  0.18
H: -3.12304 0.71599 -0.26963  0.17
H: -2.15707 1.30840 1.97161  0.14
H: -0.45510 1.58010 -1.69444  0.09
H: -0.16907 1.87625 2.65328  0.07
H: 1.96430 -0.58338 -0.11174  0.25
H: -0.38743 -1.91697 -2.10093  0.12
H: 0.76240 -2.14233 -0.74784  0.18

> What is the multiplicity in the first record?

3

Please write out number 7 again, unchanged.
This record from OMol25 describes C5H8FNS in the gas phase. The level of theory is the ωB97M-V functional and the def2-TZVPD basis.

Calculated values
* E_LUMO: 0.8 eV
* E_HOMO: -0.3198 Eh
* SMILES: C[C@]1(CF)C=NSC1
* multiplicity: 1
* charge: 0
* ΔE to the lowest compared entry with this formula, charge and spin: 5.53 kcal per mole

Last column: Löwdin charge in e.
CARTESIAN COORDINATES (ANGSTROEM)
C: 0.09127 -1.44457 0.54369  -0.05
C: 0.02069 -0.00572 0.01929  -0.54
C: 1.24162 0.34239 -0.80025  -0.20
C: -1.24953 0.23163 -0.78337  -0.44
C: -0.05953 1.02090 1.22851  -0.20
H: 0.04512 -2.20756 -0.24298  0.09
H: 1.00266 -1.59567 1.15443  0.09
H: -0.76749 -1.68955 1.18476  0.09
H: 1.35179 -0.39744 -1.64040  0.14
H: 1.15765 1.32035 -1.32350  0.14
H: -1.00987 0.15634 -1.85053  0.09
H: -1.97822 -0.56842 -0.47937  0.09
H: 0.65012 0.88084 2.08181  0.14
N: -0.99637 1.86735 1.21061  -0.27
F: 2.38050 0.25773 -0.03262  -0.03
S: -1.88040 1.83141 -0.27007  0.86